<i>
A cluster of 2 separate species, C4H11NO3 in total. Source: the OMol25 dataset; level of theory: ωB97M-V with the def2-TZVPD basis set.

Bonds (Å) are listed after each position.
Geometry (Å):
1 C 0.548 -2.506 0.075  C2 1.509, H8 1.198, H9 1.001, H10 1.118
2 C 1.138 -1.178 0.482  C1 1.509, C3 1.545, N5 1.455, H11 1.153
3 C 1.534 -0.353 -0.763  C2 1.545, O4 1.385, H12 1.192, H13 1.144
4 O 2.409 0.656 -0.400  C3 1.385, H14 0.980
5 N 0.405 -0.363 1.439  C2 1.455, C6 1.354, H15 1.056
6 C -0.763 0.286 1.226  N5 1.354, O7 1.204, H16 1.135
7 O -1.357 0.335 0.180  C6 1.204
8 H -0.618 -2.391 -0.173  C1 1.198
9 H 0.661 -3.256 0.728  C1 1.001
10 H 0.966 -2.827 -0.911  C1 1.118
11 H 2.069 -1.485 1.087  C2 1.153
12 H 2.142 -1.021 -1.540  C3 1.192
13 H 0.650 0.049 -1.367  C3 1.144
14 H 2.309 1.596 -0.657  O4 0.980
15 H 1.054 -0.096 2.229  N5 1.056
16 H -1.116 0.748 2.201  C6 1.135
17 O -3.719 4.135 -1.513  H18 1.027, H19 0.953
18 H -3.722 3.818 -0.537  O17 1.027
19 H -4.587 3.851 -1.786  O17 0.953

For the HOMO-LUMO gap, the calculation gives 10.5 eV. Its multiplicity is 1. As for the total charge: 0. Its molecular weight is 121.1 g/mol. The SMILES is C[C@@H](CO)NC=O.O.

=====

<ii>
The molecule C4H11NO3. Source: the OMol25 dataset; level of theory: ωB97M-V with the def2-TZVPD basis set.

Bonds (Å) are listed after each position.
Geometry (Å):
1 C 2.418 -0.266 -0.137  O2 1.651, H9 1.087, H10 1.089, H11 1.087
2 O 1.240 0.864 -0.386  C1 1.651, N3 1.423
3 N 0.557 0.098 0.599  O2 1.423, O4 1.408, C5 1.503
4 O 0.578 0.814 1.811  N3 1.408, H12 0.974
5 C -0.858 -0.163 0.163  N3 1.503, C6 1.528, C7 1.524, O8 1.404
6 C -0.783 -1.046 -1.082  C5 1.528, H13 1.087, H14 1.090, H15 1.088
7 C -1.600 1.141 -0.104  C5 1.524, H16 1.087, H17 1.089, H18 1.088
8 O -1.510 -0.816 1.221  C5 1.404, H19 0.965
9 H 2.846 -0.140 0.854  C1 1.087
10 H 2.202 -1.305 -0.378  C1 1.089
11 H 3.094 0.136 -0.888  C1 1.087
12 H 0.499 1.750 1.550  O4 0.974
13 H -0.296 -0.517 -1.897  C6 1.087
14 H -0.222 -1.957 -0.869  C6 1.090
15 H -1.793 -1.322 -1.376  C6 1.088
16 H -2.555 0.922 -0.577  C7 1.087
17 H -1.009 1.769 -0.768  C7 1.089
18 H -1.781 1.662 0.833  C7 1.088
19 H -1.028 -1.624 1.432  O8 0.965

For the HOMO-LUMO gap, the calculation gives 9.8 eV. Its multiplicity is 1. As for the total charge: 0. Its molecular weight is 121.1 g/mol. The SMILES is CON(O)C(C)(C)O.

=====

<iii>
A cluster of 2 separate species, C4H11NO3 in total. Source: the OMol25 dataset; level of theory: ωB97M-V with the def2-TZVPD basis set.

Bonds (Å) are listed after each position.
Geometry (Å):
1 C -0.906 -1.934 -0.783  C2 1.505, H8 1.089, H9 1.082, H10 1.054
2 C -0.144 -0.640 -0.893  C1 1.505, O3 1.407, C4 1.582, H11 1.093
3 O -0.966 0.496 -0.783  C2 1.407, H12 0.963
4 C 1.087 -0.553 0.096  C2 1.582, N5 1.457, H13 1.082, H14 1.088
5 N 0.861 0.416 1.162  C4 1.457, C6 1.340, H15 1.004
6 C 0.110 0.067 2.215  N5 1.340, O7 1.216, H16 1.103
7 O -0.356 -1.044 2.380  C6 1.216
8 H -1.629 -1.859 0.029  C1 1.089
9 H -0.294 -2.785 -0.515  C1 1.082
10 H -1.543 -2.102 -1.606  C1 1.054
11 H 0.348 -0.468 -1.854  C2 1.093
12 H -1.306 0.691 0.097  O3 0.963
13 H 1.305 -1.521 0.526  C4 1.082
14 H 1.873 -0.107 -0.511  C4 1.088
15 H 1.186 1.365 1.126  N5 1.004
16 H -0.011 0.879 2.953  C6 1.103
17 O 0.184 3.341 -0.986  H18 0.961, H19 0.968
18 H 0.852 2.876 -1.498  O17 0.961
19 H -0.651 2.882 -1.153  O17 0.968

For the HOMO-LUMO gap, the calculation gives 10.5 eV. Its multiplicity is 1. As for the total charge: 0. Its molecular weight is 121.1 g/mol. The SMILES is C[C@@H](O)CNC=O.O.

=====

<iii> wins, 23.1 kcal/mol ahead of the next structure.

=====

<i>
A cluster of 2 separate species, C4H11NO3 in total. Source: the OMol25 dataset; level of theory: ωB97M-V with the def2-TZVPD basis set.

Bonds (Å) are listed after each position.
Geometry (Å):
1 C -0.150 2.452 0.538  O2 1.429, H6 1.092, H7 1.094, H8 1.093
2 O -0.161 1.114 1.041  C1 1.429, C3 1.558
3 C -0.953 0.087 0.177  O2 1.558, C4 1.494, O5 1.208
4 C -1.487 -0.945 1.117  C3 1.494, H9 1.089, H10 1.092, H11 1.091
5 O -1.323 0.354 -0.941  C3 1.208
6 H -0.479 3.127 1.330  C1 1.092
7 H -0.817 2.587 -0.319  C1 1.094
8 H 0.870 2.709 0.243  C1 1.093
9 H -0.820 -1.095 1.965  C4 1.089
10 H -2.471 -0.620 1.460  C4 1.092
11 H -1.578 -1.896 0.592  C4 1.091
12 N 0.966 -2.067 -0.647  C13 1.436, H15 1.017, H16 1.017
13 C 1.361 -0.691 -0.537  N12 1.436, O14 1.406, H17 1.096, H18 1.260
14 O 1.468 -0.065 -1.792  C13 1.406, H19 0.974
15 H 1.668 -2.578 -1.176  N12 1.017
16 H 0.116 -2.134 -1.202  N12 1.017
17 H 2.352 -0.653 -0.071  C13 1.096
18 H 0.875 0.137 0.279  C13 1.260
19 H 0.563 0.176 -2.058  O14 0.974

For the HOMO-LUMO gap, the calculation gives 10.3 eV. Its multiplicity is 1. As for the total charge: 0. Its molecular weight is 121.1 g/mol. The SMILES is COC(C)=O.NCO.

=====

<ii>
A cluster of 3 separate species, C4H11NO3 in total. Source: the OMol25 dataset; level of theory: ωB97M-V with the def2-TZVPD basis set.

Bonds (Å) are listed after each position.
Geometry (Å):
1 C 0.581 0.407 0.452  C3 1.362, O7 1.348, H13 1.085
2 C -1.506 -0.838 -0.213  C4 1.499, O8 1.395, H14 1.086
3 C 0.737 -0.874 0.018  C1 1.362, H15 1.080, H16 1.081
4 C -2.306 0.390 -0.528  C2 1.499, H17 1.091, H18 1.100, H19 1.097
5 N 2.828 0.222 0.581  O6 1.450, H12 1.024
6 O 3.302 0.405 -0.777  N5 1.450, H9 0.965
7 O 0.535 1.468 -0.378  C1 1.348, H10 0.965
8 O -1.960 -1.574 0.882  C2 1.395, H11 0.965
9 H 3.129 1.342 -0.929  O6 0.965
10 H 0.513 2.280 0.142  O7 0.965
11 H -2.237 -0.968 1.581  O8 0.965
12 H 3.190 -0.715 0.779  N5 1.024
13 H 0.320 0.589 1.490  C1 1.085
14 H -1.393 -1.517 -1.053  C2 1.086
15 H 0.694 -1.658 0.760  C3 1.080
16 H 1.139 -1.104 -0.959  C3 1.081
17 H -1.884 0.915 -1.386  C4 1.091
18 H -3.348 0.144 -0.783  C4 1.100
19 H -2.335 1.086 0.319  C4 1.097

For the HOMO-LUMO gap (alpha / beta), the calculation gives 7.7 / 6.3 eV. Its multiplicity is 1. As for the total charge: 0. Its molecular weight is 121.1 g/mol.

=====

<i> wins, 112.6 kcal/mol ahead of the next structure.

=====

<i>
A cluster of 3 separate species, C4H11NO3 in total. Source: the OMol25 dataset; level of theory: ωB97M-V with the def2-TZVPD basis set.

Bonds (Å) are listed after each position.
Geometry (Å):
1 C 1.276 -1.156 0.165  O2 1.312, C3 1.639, H8 1.091, H9 1.116
2 O 2.171 -0.657 -0.654  C1 1.312
3 C -0.151 -0.384 -0.061  C1 1.639, C4 1.507, N7 1.398, H11 1.099
4 C -1.349 -1.211 0.326  C3 1.507, C5 1.344, H13 1.085
5 C -2.455 -1.086 -0.427  C4 1.344, H12 1.075, H14 1.084
6 O -1.832 1.848 -1.054  H16 0.971
7 N -0.127 0.896 0.502  C3 1.398, H15 1.027, H17 1.060
8 H 1.152 -2.231 0.030  C1 1.091
9 H 1.506 -0.915 1.231  C1 1.116
10 H 2.733 0.437 0.161  O19 1.032
11 H -0.168 -0.219 -1.147  C3 1.099
12 H -2.499 -0.481 -1.314  C5 1.075
13 H -1.426 -1.661 1.311  C4 1.085
14 H -3.360 -1.601 -0.125  C5 1.084
15 H 0.807 1.322 0.490  N7 1.027
16 H -2.036 2.797 -1.087  O6 0.971
17 H -0.884 1.566 0.180  N7 1.060
18 H 3.799 1.441 0.752  O19 0.965
19 O 2.845 1.296 0.722  H10 1.032, H18 0.965

For the HOMO-LUMO gap, the calculation gives 5.0 eV. Its multiplicity is 1. As for the total charge: 0. Its molecular weight is 121.1 g/mol.

=====

<ii>
A cluster of 2 separate species, C4H11NO3 in total. Source: the OMol25 dataset; level of theory: ωB97M-V with the def2-TZVPD basis set.

Bonds (Å) are listed after each position.
Geometry (Å):
1 N 2.607 -1.538 0.297  C2 1.412, H8 1.002, H9 1.012
2 C 2.273 -0.577 -0.682  N1 1.412, O3 1.206, C4 1.510
3 O 3.129 0.117 -1.173  C2 1.206
4 C 0.846 -0.583 -1.178  C2 1.510, C5 1.538, H10 1.092, H11 1.097
5 C -0.194 -0.630 -0.046  C4 1.538, C6 1.540, H12 1.101, H13 1.091
6 C -1.351 0.357 -0.289  C5 1.540, O7 1.425, H14 1.087, H15 1.096
7 O -2.187 -0.157 -1.322  C6 1.425, H16 0.980
8 H 2.010 -1.535 1.101  N1 1.002
9 H 3.583 -1.588 0.561  N1 1.012
10 H 0.689 0.264 -1.848  C4 1.092
11 H 0.773 -1.408 -1.897  C4 1.097
12 H -0.718 -1.595 -0.135  C5 1.101
13 H 0.125 -0.728 0.993  C5 1.091
14 H -2.040 0.365 0.552  C6 1.087
15 H -0.905 1.316 -0.577  C6 1.096
16 H -1.795 -0.316 -2.206  O7 0.980
17 O -2.295 2.365 2.524  H18 0.984, H19 0.976
18 H -2.201 3.125 1.906  O17 0.984
19 H -2.350 2.748 3.420  O17 0.976

For the HOMO-LUMO gap, the calculation gives 10.4 eV. Its multiplicity is 1. As for the total charge: 0. Its molecular weight is 121.1 g/mol. The SMILES is NC(=O)CCCO.O.

=====

<ii> wins, 169.4 kcal/mol ahead of the next structure.

=====

<i>
A cluster of 2 separate species, C4H11NO3 in total. Source: the OMol25 dataset; level of theory: ωB97M-V with the def2-TZVPD basis set.

Bonds (Å) are listed after each position.
Geometry (Å):
1 C 1.502 -1.970 0.291  N2 1.409, H8 1.126, H9 1.079, H10 1.116
2 N 0.775 -1.116 1.144  C1 1.409, C3 1.501, H11 1.019
3 C 0.252 0.214 0.683  N2 1.501, C4 1.581, C5 1.495, H12 1.082
4 C -1.260 -0.181 0.442  C3 1.581, H13 1.095, H14 1.070, H15 1.079
5 C 1.083 0.733 -0.445  C3 1.495, O6 1.205, O7 1.352
6 O 2.151 1.280 -0.334  C5 1.205
7 O 0.463 0.670 -1.646  C5 1.352, H16 0.969
8 H 0.891 -2.060 -0.652  C1 1.126
9 H 1.899 -2.883 0.709  C1 1.079
10 H 2.364 -1.541 -0.271  C1 1.116
11 H 1.290 -0.973 2.012  N2 1.019
12 H 0.143 0.864 1.541  C3 1.082
13 H -1.733 0.352 -0.391  C4 1.095
14 H -1.190 -1.188 0.087  C4 1.070
15 H -1.991 0.046 1.204  C4 1.079
16 H 1.202 0.854 -2.244  O7 0.969
17 O -2.435 2.641 -0.837  H18 0.968, H19 0.960
18 H -2.106 1.731 -0.856  O17 0.968
19 H -3.301 2.525 -0.437  O17 0.960

For the HOMO-LUMO gap, the calculation gives 9.7 eV. Its multiplicity is 1. As for the total charge: 0. Its molecular weight is 121.1 g/mol. The SMILES is CN[C@H](C)C(=O)O.O.

=====

<ii>
A cluster of 2 separate species, C4H11NO3 in total. Source: the OMol25 dataset; level of theory: ωB97M-V with the def2-TZVPD basis set.

Bonds (Å) are listed after each position.
Geometry (Å):
1 C -0.597 -1.436 -1.642  C2 1.531, H8 1.086, H9 0.969, H10 1.180
2 C -1.276 -0.815 -0.419  C1 1.531, C3 1.515, N4 1.425, H11 1.122
3 C -0.972 -1.417 0.937  C2 1.515, H12 1.121, H13 1.027, H14 1.076
4 N -1.029 0.588 -0.458  C2 1.425, C5 1.428, H15 0.982
5 C 0.231 1.124 -0.052  N4 1.428, O6 1.212, O7 1.403
6 O 1.180 0.442 0.271  C5 1.212
7 O 0.103 2.518 0.051  C5 1.403, H16 1.000
8 H -0.576 -2.521 -1.588  C1 1.086
9 H 0.346 -1.219 -1.586  C1 0.969
10 H -0.936 -1.099 -2.720  C1 1.180
11 H -2.392 -0.823 -0.534  C2 1.122
12 H -1.496 -2.382 1.167  C3 1.121
13 H -1.360 -0.851 1.701  C3 1.027
14 H 0.080 -1.618 1.039  C3 1.076
15 H -1.881 1.068 -0.543  N4 0.982
16 H 0.926 2.970 0.392  O7 1.000
17 O 3.157 1.911 1.661  H18 0.900, H19 1.012
18 H 3.545 2.524 1.128  O17 0.900
19 H 2.947 1.037 1.196  O17 1.012

For the HOMO-LUMO gap, the calculation gives 10.5 eV. Its multiplicity is 1. As for the total charge: 0. Its molecular weight is 121.1 g/mol. The SMILES is CC(C)NC(=O)O.O.

=====

<ii> wins, 20.4 kcal/mol ahead of the next structure.

=====

<i>
A cluster of 2 separate species, C6H14O in total. Source: the OMol25 dataset; level of theory: ωB97M-V with the def2-TZVPD basis set.

Bonds (Å) are listed after each position.
Geometry (Å):
1 C -2.236 1.443 -0.487  C2 1.496, H7 1.082, H8 1.102, H9 1.092
2 C -1.417 0.255 -0.880  C1 1.496, C3 1.345, H10 1.093
3 C -0.191 -0.014 -0.396  C2 1.345, C4 1.481, H11 1.100
4 C 0.717 -1.122 -0.773  C3 1.481, C5 1.534, H12 1.099, H13 1.100
5 C 2.224 -0.843 -0.813  C4 1.534, C6 1.560, H14 1.086, H15 1.092
6 C 2.717 -0.568 0.641  C5 1.560, H16 1.090, H17 1.097, H18 1.090
7 H -3.168 1.121 -0.042  C1 1.082
8 H -2.328 2.017 -1.423  C1 1.102
9 H -1.647 2.140 0.114  C1 1.092
10 H -1.648 -0.175 -1.858  C2 1.093
11 H 0.187 0.817 0.217  C3 1.100
12 H 0.496 -1.864 0.008  C4 1.099
13 H 0.322 -1.495 -1.729  C4 1.100
14 H 2.820 -1.671 -1.188  C5 1.086
15 H 2.425 0.024 -1.446  C5 1.092
16 H 2.821 0.435 1.055  C6 1.090
17 H 3.689 -1.077 0.671  C6 1.097
18 H 2.072 -1.067 1.364  C6 1.090
19 O -2.560 0.857 2.443  H20 0.967, H21 0.930
20 H -1.888 0.311 2.013  O19 0.967
21 H -3.406 0.475 2.507  O19 0.930

For the HOMO-LUMO gap, the calculation gives 10.1 eV. Its multiplicity is 1. As for the total charge: 0. Its molecular weight is 102.2 g/mol. The SMILES is C/C=C/CCC.O.

=====

<ii>
The molecule C6H14O. Source: the OMol25 dataset; level of theory: ωB97M-V with the def2-TZVPD basis set.

Bonds (Å) are listed after each position.
Geometry (Å):
1 C 1.220 -0.619 2.221  C2 1.762, H8 1.092, H9 1.092, H10 1.093
2 C 0.402 -0.727 0.664  C1 1.762, C3 1.515, C4 1.469, H11 1.092
3 C 1.427 -0.996 -0.419  C2 1.515, H12 1.094, H13 1.094, H14 1.094
4 C -0.288 0.568 0.591  C2 1.469, C5 1.771, H15 1.092, H16 1.093
5 C -1.418 0.510 -0.771  C4 1.771, C6 1.513, O7 1.415, H17 1.095
6 C -1.050 1.576 -1.779  C5 1.513, H18 1.095, H19 1.097, H20 1.093
7 O -1.533 -0.726 -1.451  C5 1.415, H21 0.969
8 H 1.572 0.371 2.518  C1 1.092
9 H 2.108 -1.255 2.219  C1 1.092
10 H 0.511 -1.002 2.959  C1 1.093
11 H -0.288 -1.567 0.777  C2 1.092
12 H 2.030 -1.873 -0.163  C3 1.094
13 H 0.942 -1.218 -1.373  C3 1.094
14 H 2.101 -0.145 -0.550  C3 1.094
15 H -0.913 0.780 1.461  C4 1.092
16 H 0.393 1.402 0.409  C4 1.093
17 H -2.389 0.742 -0.320  C5 1.095
18 H -0.089 1.351 -2.254  C6 1.095
19 H -1.796 1.631 -2.582  C6 1.097
20 H -0.989 2.560 -1.306  C6 1.093
21 H -1.951 -1.362 -0.852  O7 0.969

For the HOMO-LUMO gap, the calculation gives 10.0 eV. Its multiplicity is 1. As for the total charge: 0. Its molecular weight is 102.2 g/mol. The SMILES is CC(C)C[C@@H](C)O.

=====

<ii> wins, 6.6 kcal/mol ahead of the next structure.